(i)
Formula: C3H9N3O
Source: the Open Molecules 2025 dataset
Level of theory: ωB97M-V with the def2-TZVPD basis set

Structure (ORCA input):
```
! wB97M-V def2-TZVPD RIJCOSX def2/J DEFGRID3
* xyz 0 1
C 1.0237 -0.8482 -0.3101
N 1.0704 0.5937 -0.3109
C 0.3115 1.5393 0.3461
N 0.1381 1.3578 1.7377
O 0.0725 2.6274 -0.1313
C -0.3785 -1.3310 -0.7978
N -1.5038 -0.4221 -0.4242
H 1.2405 -1.2609 0.6780
H 1.7310 -1.2001 -1.0572
H 1.8016 1.0684 -0.8251
H -0.1133 2.2686 2.0845
H -0.4950 0.6370 2.0535
H -0.3522 -1.4925 -1.8785
H -0.5361 -2.2939 -0.2917
H -1.9657 -0.7829 0.3967
H -2.0449 -0.4605 -1.2697
*
```

The HOMO energy comes out at -8.8853 eV.

Atomic charges from the Mulliken analysis, expressed in e, are listed below: -0.684 -0.101 0.459 -0.480 -0.630 -0.470 -0.475 0.295 0.332 0.228 0.260 0.222 0.377 0.272 0.203 0.193

(ii)
Formula: C3H9N3O
Source: the Open Molecules 2025 dataset
Level of theory: ωB97M-V with the def2-TZVPD basis set

Structure (ORCA input):
```
! wB97M-V def2-TZVPD RIJCOSX def2/J DEFGRID3
* xyz 0 1
C -0.9477 0.1805 -0.2043
C -0.3249 -0.2425 0.9896
C 1.9079 -0.1249 0.8935
N -1.7615 -0.6850 -0.9492
N -1.2497 1.5523 -0.3584
N 0.8403 -0.0555 -0.9509
O 0.9541 -1.0170 -1.6203
H -1.7536 -1.6314 -0.5984
H -1.5178 -0.7035 -1.9365
H -0.4395 2.1413 -0.2105
H -1.6656 1.7563 -1.2575
H -0.2687 0.4490 1.8183
H -0.3565 -1.2934 1.2404
H 1.7986 -0.6102 1.8598
H 2.1374 0.9315 0.9908
H 2.6472 -0.6474 0.2935
*
```

The HOMO energy comes out at -7.3677 eV.

Atomic charges from the Mulliken analysis, expressed in e, are listed below: 0.847 -1.177 -0.810 -0.602 -0.579 0.070 -0.380 0.243 0.268 0.250 0.256 0.380 0.337 0.334 0.261 0.302

Most stable: (i) (next structure +115.6 kcal/mol)

(i)
Formula: C7H8N2O3
Source: the Open Molecules 2025 dataset
Level of theory: ωB97M-V with the def2-TZVPD basis set

Structure (ORCA input):
```
! wB97M-V def2-TZVPD RIJCOSX def2/J DEFGRID3
* xyz 0 1
C -4.2724 -0.4171 0.0504
C -2.1332 0.3652 -0.0795
C -0.7039 -0.1246 -0.1718
C 0.1866 0.9442 0.1334
C 1.9866 -0.3615 -0.1625
C 4.1094 0.4536 0.1011
C 1.1217 -1.4461 -0.1571
H -4.6852 0.1988 0.8796
H -4.5983 -1.4829 0.1536
H -4.3997 -0.0604 -1.0750
H -0.2301 2.0422 0.3640
H 3.9603 1.6037 -0.5053
H 3.7773 0.6394 1.2340
H 5.1677 0.3551 -0.0601
H 1.3712 -2.4689 0.2436
N 1.4968 0.9022 -0.0147
N -0.1702 -1.2778 -0.0728
O -2.7823 -0.7617 -0.0239
O -2.4826 1.4942 -0.4187
O 3.2801 -0.5975 -0.4182
*
```

The HOMO energy comes out at -9.0776 eV.

Atomic charges from the Mulliken analysis, expressed in e, are listed below: -0.645 0.325 0.644 -0.204 0.561 -0.595 -0.252 0.278 0.246 0.299 0.256 0.212 0.268 0.315 0.305 -0.381 -0.451 -0.243 -0.562 -0.376

(ii)
Formula: C7H8N2O3
Source: the Open Molecules 2025 dataset
Level of theory: ωB97M-V with the def2-TZVPD basis set

Structure (ORCA input):
```
! wB97M-V def2-TZVPD RIJCOSX def2/J DEFGRID3
* xyz 0 1
C 1.0192 0.5714 3.0686
C 0.2702 -0.2944 1.9829
C -0.0791 -0.1819 -0.4034
C -0.9381 -1.3044 -0.4145
C -1.6819 -1.5709 -1.5035
C -0.6605 0.0698 -2.6985
C 0.0741 0.4423 -1.6329
H 0.4141 1.5098 3.2983
H 2.0806 0.8392 2.7383
H 0.8646 -0.0372 3.8988
H -0.8116 -0.3279 2.2695
H 0.7524 -1.3410 1.9047
H -1.1511 -1.8130 0.5581
H -2.3132 -2.5349 -1.5145
H -0.4760 0.5915 -3.6814
N -1.5442 -0.9606 -2.7587
N 0.9898 1.7308 -1.8238
O 0.5048 0.2938 0.7407
O 0.6203 2.4637 -2.7755
O 2.0658 1.8539 -1.2532
*
```

The HOMO energy comes out at -10.0706 eV.

Atomic charges from the Mulliken analysis, expressed in e, are listed below: -1.263 -0.326 0.635 -0.452 -0.327 -0.182 0.262 0.285 0.300 0.436 0.357 0.356 0.324 0.284 0.368 -0.570 0.843 -0.293 -0.539 -0.498

Most stable: (i) (next structure +21.8 kcal/mol)

(i)
Formula: C3H11NOS
Source: the Open Molecules 2025 dataset
Level of theory: ωB97M-V with the def2-TZVPD basis set

Structure (ORCA input):
```
! wB97M-V def2-TZVPD RIJCOSX def2/J DEFGRID3
* xyz 0 1
C -2.0357 1.0684 0.8323
S -1.6842 -0.5999 0.2930
C -2.0666 -0.4240 -1.4715
H -1.2460 1.7718 0.5350
H -2.0816 1.0924 1.9165
H -2.9826 1.4153 0.4281
H -3.0911 -0.0625 -1.5866
H -1.4189 0.3093 -1.9352
H -2.0068 -1.4313 -1.8704
N 1.5355 0.8130 -0.3089
C 2.3648 0.1361 0.6233
O 3.4548 -0.5803 0.0793
H 1.8650 1.6695 -0.7103
H 0.8537 0.2574 -0.7928
H 2.7744 0.8770 1.3233
H 1.7275 -0.5286 1.2163
H 3.1765 -0.9430 -0.7650
*
```

The HOMO energy comes out at -8.6549 eV.

Atomic charges from the Mulliken analysis, expressed in e, are listed below: -0.789 -0.081 -0.866 0.249 0.307 0.296 0.314 0.278 0.294 -0.363 -0.262 -0.547 0.175 0.150 0.302 0.255 0.287

(ii)
Formula: C3H11NOS
Source: the Open Molecules 2025 dataset
Level of theory: ωB97M-V with the def2-TZVPD basis set

Structure (ORCA input):
```
! wB97M-V def2-TZVPD RIJCOSX def2/J DEFGRID3
* xyz 0 1
C -2.2682 -4.4789 -0.7823
S -3.4386 -3.3877 -1.6211
C -3.0181 -1.8344 -0.8544
H -1.3986 -3.8489 -0.5052
H -2.6314 -4.9131 0.0880
H -1.7171 -5.0504 -1.7048
H -3.4617 -1.9005 0.1812
H -3.2783 -0.9882 -1.4482
H -1.9587 -2.0062 -0.7400
N 3.0732 4.0982 -0.1029
C 3.1267 3.5392 1.2642
O 2.1139 2.6217 1.6002
H 2.2326 4.6893 -0.3309
H 3.4442 3.5545 -0.8634
H 2.9963 4.4162 1.9493
H 4.0978 3.1160 1.3375
H 2.0860 2.3733 2.5328
*
```

The HOMO energy comes out at -8.3505 eV.

Atomic charges from the Mulliken analysis, expressed in e, are listed below: -0.839 -0.093 -0.676 0.240 0.327 0.290 0.242 0.322 0.188 -0.477 -0.263 -0.539 0.215 0.197 0.258 0.301 0.307

(iii)
Formula: C3H11NOS
Source: the Open Molecules 2025 dataset
Level of theory: ωB97M-V with the def2-TZVPD basis set

Structure (ORCA input):
```
! wB97M-V def2-TZVPD RIJCOSX def2/J DEFGRID3
* xyz 0 1
C 1.2925 -1.4700 -0.0992
S 1.7846 -0.0748 0.9503
C 3.5008 0.1287 0.4530
H 0.6289 -1.0555 -0.8521
H 0.8515 -2.3442 0.3729
H 2.1565 -1.8208 -0.6554
H 3.6532 -0.0585 -0.6052
H 3.8031 1.1501 0.6726
H 4.1331 -0.5322 1.0308
N -3.2234 1.0392 -1.6408
C -3.2194 0.2588 -0.4182
O -1.9137 0.2326 0.1294
H -4.1397 0.9283 -2.0740
H -2.6361 0.5574 -2.3238
H -3.8699 0.7869 0.3043
H -3.6399 -0.7468 -0.4142
H -1.5346 1.0795 -0.1353
*
```

The HOMO energy comes out at -8.3011 eV.

Atomic charges from the Mulliken analysis, expressed in e, are listed below: -0.805 -0.066 -0.854 0.233 0.317 0.317 0.285 0.303 0.281 -0.633 -0.203 -0.500 0.241 0.218 0.262 0.282 0.322

(iv)
Formula: C3H11NOS
Source: the Open Molecules 2025 dataset
Level of theory: ωB97M-V with the def2-TZVPD basis set

Structure (ORCA input):
```
! wB97M-V def2-TZVPD RIJCOSX def2/J DEFGRID3
* xyz 0 1
C -0.4237 0.8793 -1.5855
N 0.1195 -0.0286 -0.5016
C 0.4207 0.8179 0.6949
C 1.7485 0.4243 1.3050
S 1.9670 -1.3470 1.9062
H -1.2092 1.5354 -1.1841
H 0.2801 1.2688 -2.3166
H -0.9489 0.0919 -2.1493
H 1.0051 -0.2603 -0.9520
H -0.4530 0.7202 1.3562
H 0.4770 1.8889 0.4479
H 1.9880 1.0510 2.1632
H 2.5574 0.5073 0.5974
H 0.7908 -1.8320 1.4096
H -3.0596 -2.6319 -0.4697
H -2.1718 -1.4189 -0.2688
O -3.0878 -1.6662 -0.4526
*
```

The HOMO energy comes out at -9.0828 eV.

Atomic charges from the Mulliken analysis, expressed in e, are listed below: -1.012 -0.324 -0.564 -0.688 -0.231 0.376 0.334 0.360 0.236 0.276 0.399 0.367 0.370 0.124 0.312 0.318 -0.654

Most stable: (i) (next structure +6.5 kcal/mol)

(i)
Formula: C3H11NOS
Source: the Open Molecules 2025 dataset
Level of theory: ωB97M-V with the def2-TZVPD basis set

Structure (ORCA input):
```
! wB97M-V def2-TZVPD RIJCOSX def2/J DEFGRID3
* xyz 0 1
S -0.9330 -0.4358 1.9499
N -0.9291 0.5599 -0.8667
C 0.1190 -0.7116 3.3350
C 0.4662 -0.5380 0.7664
C -0.0341 -0.5507 -0.6655
H -1.8956 0.2903 -0.6527
H -0.6299 1.1762 -0.1030
H 0.9795 -1.3620 3.1046
H -0.4731 -1.1827 4.1376
H 0.4982 0.2576 3.7001
H 1.0598 -1.4640 0.8917
H 1.1457 0.3214 0.9244
H -0.5673 -1.4786 -0.9483
H 0.8292 -0.4369 -1.3490
O 0.0228 1.6787 -5.0897
H -0.0630 1.3016 -4.1849
H 0.4047 2.5747 -4.9498
*
```

The HOMO energy comes out at -8.7943 eV.

Atomic charges from the Mulliken analysis, expressed in e, are listed below: -0.042 -0.608 -0.763 -0.765 -0.540 0.262 0.255 0.227 0.314 0.248 0.460 0.358 0.351 0.254 -0.666 0.336 0.321

(ii)
Formula: C3H11NOS
Source: the Open Molecules 2025 dataset
Level of theory: ωB97M-V with the def2-TZVPD basis set

Structure (ORCA input):
```
! wB97M-V def2-TZVPD RIJCOSX def2/J DEFGRID3
* xyz 0 1
C -0.7774 -0.1446 -1.8670
C 0.3547 0.5599 -1.1045
C 0.7353 -0.2936 0.0913
S 1.8322 0.5156 1.2946
N -0.0312 1.9193 -0.7892
H -0.7011 0.1270 -2.9116
H -1.7158 0.3203 -1.5502
H -0.8506 -1.1930 -1.6038
H 1.2211 0.5416 -1.7944
H -0.1276 -0.6289 0.6676
H 1.2397 -1.1827 -0.2759
H 3.0136 0.2907 0.7002
H -1.0262 2.0698 -0.7759
H 0.5016 2.3103 -0.0290
H -3.9456 -2.5160 1.8090
H -3.7255 -2.4598 0.3310
O -3.2495 -2.6194 1.1527
*
```

The HOMO energy comes out at -8.8819 eV.

Atomic charges from the Mulliken analysis, expressed in e, are listed below: -1.267 0.648 -0.936 -0.232 -0.537 0.324 0.322 0.347 0.149 0.257 0.399 0.123 0.194 0.208 0.314 0.316 -0.628

Most stable: (ii) (next structure +6.9 kcal/mol)